The following is a DFT calculation (ωB97M-V/def2-TZVPD) of a molecular structure, C24H39Cl6N6O3S2SiSn.

Properties
Max |F| = 0.361 eV/A
Energy above the lowest of the compared OMol25 structures with the same formula, charge and spin = 0.332 eV
Lowest unoccupied orbital energy = -2.90 eV
Electronic energy = -151122.430 eV
Charge = +1
HOMO level = -11.26 eV

Positions of all 82 atoms, in Å:
Cl1 -6.45965 -1.01779 -0.26776
C1 -1.31354 -2.54128 -1.81891
Cl2 -4.36904 3.58860 -2.09168
H1 -2.58674 -3.48073 -5.17108
O1 3.84917 -0.67400 -1.25621
H2 2.39325 2.91771 -1.86476
H3 -1.29918 -5.66913 1.40091
H4 6.08277 2.92281 -1.09974
H5 5.35341 -1.16720 2.69453
H6 3.01738 -3.84998 -2.04686
C2 -4.16728 2.06906 -1.32535
C3 2.98706 0.19904 3.16809
C4 -2.70974 0.41132 -0.28861
S1 -0.98513 -1.23159 2.59108
H7 5.03914 -0.06906 1.35103
H8 -0.25960 -5.08905 5.03526
H9 4.91236 -1.82043 1.11097
N1 -0.83396 -3.50874 3.82229
S2 0.90865 0.22736 -1.34282
H10 3.63603 0.13604 4.04345
C5 5.51766 2.13566 -0.59887
C6 5.31615 -2.32092 -2.10158
H11 5.66953 -2.56076 -1.09827
H12 3.40466 -2.38088 -4.10789
H13 -0.01414 -1.02454 -3.23108
H14 -0.59653 -3.23369 0.64810
H15 3.58707 1.77221 -2.51616
C7 -1.36091 -2.33007 -4.06410
N2 -0.91029 -2.22111 -0.77247
H16 0.33953 -5.39489 0.80748
H17 -1.65141 -2.35540 -6.09956
N3 -1.88320 -2.76412 -5.21279
C8 -3.82714 -0.40089 -0.10306
H18 4.02526 -0.73676 -3.88936
C9 4.04490 2.51191 -0.53107
H19 5.42276 -3.20702 -2.72877
H20 -0.19429 -0.89773 -4.94316
H21 5.65144 1.20390 -1.14896
Cl3 -0.13711 1.74514 1.80163
N4 -1.77016 -2.94339 -2.95375
H22 3.16985 1.14549 2.66144
Cl4 -3.69154 -1.95168 0.65248
H23 5.92292 2.01378 0.40683
C10 -5.26900 1.24234 -1.11780
C11 3.86439 -1.86765 -2.05989
H24 1.84580 -2.25642 3.19124
H25 4.36246 4.61230 -0.15264
Cl5 -6.82529 1.74905 -1.61725
N5 -0.48470 -1.32274 -4.07959
C12 2.88916 -2.28471 2.88671
C13 -0.69658 -4.94666 4.04915
H26 -0.96339 -2.88903 4.60568
H27 0.21865 -6.61854 3.05345
O2 3.33849 1.46606 0.17936
Sn1 -0.71290 -0.06286 0.39535
C14 3.26565 -0.96674 2.23284
H28 2.36092 -1.12208 -3.42187
C15 3.38216 -1.50466 -3.45812
N6 -0.59338 -3.70171 1.54999
C16 4.73045 -1.00631 1.81391
H29 3.04498 -3.11435 2.19320
H30 1.94596 -2.61115 -1.36561
H31 1.94735 0.18161 3.49746
C17 -2.90684 1.64371 -0.91092
H32 5.94521 -1.52878 -2.50788
C18 2.98357 -2.94565 -1.43718
C19 -0.36181 -5.14565 1.60250
H33 4.22083 3.62041 1.30755
C20 -5.10033 0.00029 -0.50924
C21 3.45642 2.68203 -1.92488
C22 3.83765 3.76896 0.29753
H34 3.50163 -2.45004 3.77449
H35 3.33628 -3.19078 -0.43366
H36 3.96290 3.49619 -2.44434
C23 0.18878 -5.53413 2.96339
C24 -0.78985 -2.95374 2.61268
O3 2.39574 -0.83749 1.06406
Cl6 -1.55657 2.67266 -1.21870
H37 2.77563 4.00749 0.36199
Si1 2.76857 0.02935 -0.27171
H38 -1.68270 -5.41677 4.04403
H39 1.20548 -5.15588 3.07557


The following is a DFT calculation (ωB97M-V/def2-TZVPD) of 11 unconnected molecules or ions with the total composition C25H39N11O in a non-equilibrium geometry.

Properties
Max |F| = 4.100 eV/A
SMILES = C[C@H]1CNC(=O)C1.CC#N.CC#N.CC#N.CC#N.CC#N.CC#N.CC#N.CC#N.CC#N.CC#N
Lowest unoccupied orbital energy = 0.23 eV
Electronic energy = -44991.017 eV
Charge = 0
HOMO level = -9.31 eV

Positions of all 76 atoms, in Å:
H1 -4.20395 -3.62871 -2.16643
H2 4.91252 0.13678 -0.30830
H3 -1.02893 -0.75852 7.27044
H4 0.40704 -0.58487 6.23720
C1 -3.50992 1.69071 3.91309
H5 -3.79330 0.91599 -1.40328
C2 2.13616 -0.17473 -2.17263
H6 -3.72230 0.38297 0.29394
H7 -5.87743 3.51479 7.57788
H8 1.43799 0.90463 0.58668
H9 -4.25481 2.23498 4.49044
H10 6.73908 -4.24465 -2.08347
C3 -3.64288 -2.95284 -2.81322
H11 -4.14588 5.92130 -0.93733
N1 8.74967 -3.95036 -4.56842
N2 -2.49228 3.81815 0.83520
H12 3.83057 3.65663 -3.81824
H13 1.91486 -2.75507 -5.45547
H14 2.19750 2.95856 -3.88349
H15 0.30119 -1.93095 7.39264
H16 -2.86088 1.85377 -0.21250
H17 2.47640 4.62102 -4.44561
C4 -0.91884 -2.14863 5.66036
H18 -2.83924 2.40553 3.43192
H19 2.01667 0.39770 -3.14644
C5 2.48335 -2.08426 -6.10039
H20 1.80746 2.59479 -0.06694
C6 2.12311 -2.35349 3.11829
H21 2.22699 -4.41595 2.59362
N3 2.63645 -1.33942 3.41373
H22 -6.82450 2.57632 6.40281
C7 1.55812 -1.12028 -6.77475
H23 3.52702 0.25589 0.91507
H24 2.90404 -1.88857 -0.03586
H25 5.86482 -4.86634 -3.49941
C8 1.59624 1.52181 -0.37261
C9 6.50100 -4.06025 -3.13183
C10 -3.15745 0.84790 -0.51807
C11 -4.96723 1.69182 6.95665
C12 -3.24862 4.26468 0.05616
H26 0.66282 1.42042 -1.03298
H27 3.01425 -2.67456 -6.84869
H28 -3.11110 -3.53910 -3.56378
N4 -4.71236 0.19341 2.05797
O1 3.64943 -2.11465 -2.98411
H29 1.13949 -0.66187 -1.87789
H30 -5.22950 4.53692 -0.67792
H31 3.20918 -1.54040 -5.49488
C13 -4.57695 -1.99492 -3.48346
H32 0.79220 -3.96207 3.53958
N5 -4.01775 1.05013 6.70393
C14 2.49292 4.38464 -2.32828
C15 -1.94436 0.03074 -0.82463
C16 -0.26803 -1.30128 6.70763
H33 -6.73182 2.04545 8.09607
N6 -5.30958 -1.24268 -4.00800
C17 3.79059 0.00733 -0.16432
C18 -4.18446 0.85107 2.87535
N7 2.27808 4.78635 -1.24664
H34 -2.93283 1.05685 4.58512
C19 7.76132 -3.99877 -3.93697
C20 3.18920 -1.37218 -2.09061
N8 -0.97581 -0.60330 -1.05729
C21 2.76699 3.87235 -3.70754
N9 0.83240 -0.36344 -7.30278
C22 -6.17808 2.50971 7.27910
C23 1.46874 -3.64605 2.74412
H35 0.89957 -3.52116 1.82184
H36 3.53584 1.48104 -1.76185
N10 -1.42873 -2.81279 4.83765
N11 3.57339 -1.40116 -0.64534
H37 -3.97659 4.46122 -1.93601
H38 5.96097 -3.11575 -3.21328
C24 2.82821 0.84144 -1.14252
C25 -4.21213 4.83258 -0.93765
H39 -2.91531 -2.40432 -2.21236


The following is a DFT calculation (ωB97M-V/def2-TZVPD) of a single C4H4N2OS3 molecule in a non-equilibrium geometry.

Properties
Max |F| = 4.630 eV/A
SMILES = CC(=O)Nc1nc(=S)ss1
Energy above the lowest of the compared OMol25 structures with the same formula, charge and spin = 1.033 eV
Lowest unoccupied orbital energy = -0.86 eV
Electronic energy = -41745.072 eV
Charge = 0
HOMO level = -8.59 eV

Positions of all 14 atoms, in Å:
O1 1.59068 1.64553 -1.66155
S1 1.08771 0.52295 2.91120
S2 -1.54281 -1.39151 -0.23034
N1 -0.12745 0.04978 -2.00581
N2 0.53065 0.32601 0.24364
H1 1.28724 -0.07567 -4.24903
H2 1.75720 1.70281 -4.14560
C1 0.23245 -0.08750 1.57269
C2 0.85076 0.97842 -2.33252
S3 -1.29112 -0.87310 1.86391
H3 -0.14474 1.06696 -4.22591
C3 -0.34571 -0.15303 -0.64196
C4 0.97649 0.87480 -3.90299
H4 -0.79212 -0.29843 -2.63958


The following is a DFT calculation (ωB97M-V/def2-TZVPD) of a molecular structure, C21H17BF2N3O4Rb.

Properties
Max |F| = 0.414 eV/A
Energy above the lowest of the compared OMol25 structures with the same formula, charge and spin = 0.000 eV
Lowest unoccupied orbital energy = 3.92 eV
Electronic energy = -41483.606 eV
Charge = -2
HOMO level = -0.66 eV

Positions of all 49 atoms, in Å:
C1 -2.22834 -2.73609 -2.51811
C2 -3.32380 -5.40900 -2.41443
H1 1.99585 3.92876 6.14589
C3 4.09693 -0.54341 -3.50906
H2 -3.09774 -5.37413 -4.56540
H3 -2.16790 -3.09667 -4.64505
N1 2.45619 0.33345 -1.99752
O1 -2.36985 -1.42612 0.09669
C4 -2.66893 -3.41846 1.30841
F1 -1.28736 3.70562 -4.78887
Rb1 -0.94619 0.91022 -1.37356
C5 4.76228 0.32722 -1.39340
C6 -2.96321 -4.81345 -3.64414
C7 5.10102 -0.25648 -2.60251
H4 -2.21100 4.30854 5.31118
H5 -3.43095 -5.11430 -0.31998
H6 5.51644 0.56510 -0.65339
H7 4.30825 -1.00064 -4.46627
C8 0.33812 2.36413 2.02615
C9 3.07271 1.22518 0.17069
O2 2.60722 2.77063 3.94676
B1 -1.97785 3.41443 -3.61807
C10 -1.22059 3.98488 5.01783
O3 -0.61440 2.18798 1.28613
H8 -1.82287 3.21085 3.10709
N2 1.63320 2.04063 1.65258
H9 -3.73435 -6.40994 -2.37519
C11 2.79118 -0.22809 -3.15365
O4 -1.69858 -1.60665 -2.60540
H10 -0.25306 4.66579 6.82219
H11 -2.06210 -4.32512 1.30525
C12 1.41416 3.14212 4.23588
C13 0.26219 2.95450 3.38728
C14 -2.63656 -3.35838 -1.26755
C15 1.14476 3.77481 5.49256
C16 3.42476 0.60863 -1.12522
H12 -3.70920 -3.71261 1.47240
H13 2.35817 2.23888 2.38695
F2 -3.09966 4.22391 -3.61501
C17 -2.44661 -3.55011 -3.70034
H14 3.88649 1.43616 0.86704
C18 -3.14601 -4.66849 -1.26722
H15 1.96969 -0.44124 -3.82982
H16 -2.36190 -2.76165 2.11904
C19 -2.53763 -2.63149 0.00468
H17 6.13518 -0.48615 -2.83030
N3 1.86115 1.48991 0.45722
C20 -0.11406 4.18074 5.86012
C21 -1.00521 3.37556 3.79949


The following is a DFT calculation (ωB97M-V/def2-TZVPD) of 14 unconnected molecules or ions with the total composition C31H94N18O18 in a non-equilibrium geometry.

Properties
Max |F| = 9.980 eV/A
Lowest unoccupied orbital energy = 0.07 eV
Electronic energy = -97341.503 eV
Charge = 0
HOMO level = -8.55 eV

Positions of all 161 atoms, in Å:
H1 -25.75078 27.45426 11.23844
N1 -33.08111 26.42331 17.23837
H2 -22.88052 30.84638 12.68644
H3 -20.96755 28.00510 8.38321
H4 -29.14767 17.29206 6.60038
H5 -23.31005 27.13022 12.24183
H6 -13.50965 20.53268 7.53724
H7 -29.49870 19.28116 7.24117
C1 -17.43391 21.08297 12.60803
N2 -31.02310 32.85098 16.82021
O1 -16.45310 22.34628 14.42602
C2 -22.26480 28.91690 12.67944
H8 -25.74282 26.80460 12.87197
H9 -28.43921 16.01459 4.57471
O2 -24.63487 28.63519 12.69587
H10 -26.66500 28.25575 12.35877
H11 -26.71505 14.05532 5.14535
H12 -14.51747 31.54696 16.85702
C3 -28.10285 17.24822 6.90784
H13 -17.15236 22.03695 16.41161
O3 -24.75122 34.55764 8.61576
H14 -18.38935 32.11277 5.93600
H15 -28.13673 16.93884 7.95246
H16 -17.18153 45.31880 10.57792
H17 -15.25836 32.00181 15.27886
H18 -17.03480 29.20966 19.02742
C4 -28.46523 19.57893 7.41827
N3 -25.28437 37.62378 13.31090
H19 -16.65593 30.92228 19.57135
H20 -13.69407 36.95987 6.40765
O4 -30.09871 28.87368 7.57371
H21 -15.68245 22.17449 12.03687
H22 -28.75405 30.92863 16.54612
C5 -15.77572 20.65613 10.88824
C6 -12.44341 36.61919 7.90860
H23 -19.36502 34.40549 10.75069
C7 -23.45907 28.18957 12.03284
H24 -29.22078 31.94656 17.97434
H25 -10.86525 37.67533 7.64438
H26 -27.98411 30.89388 8.43325
H27 -21.29177 28.50041 12.41899
H28 -29.10425 29.98713 9.51121
H29 -27.25565 14.36731 3.45790
H30 -18.03996 37.29148 18.76400
N4 -11.59266 37.14139 7.19064
H31 -18.86522 31.29230 18.31339
C8 -14.95177 21.19857 9.66538
N5 -22.18651 30.27182 12.23000
C9 -27.28539 16.13877 6.27863
H32 -15.48519 21.39298 8.73491
C10 -33.71751 26.68993 18.36156
O5 -12.17455 36.06227 8.96175
O6 -20.23710 27.76303 7.81393
H33 -23.45000 39.71202 12.09993
C11 -29.15497 29.58369 7.59687
H34 -20.84064 34.67098 11.50724
H35 -23.09106 38.59596 13.43660
C12 -16.52399 30.43330 17.48004
O7 -30.84616 31.09661 15.43662
O8 -25.51329 38.90285 11.51486
H36 -12.52556 21.45687 8.71975
C13 -12.98347 20.49451 8.49106
O9 -20.29273 37.26233 16.67531
H37 -29.12290 29.72989 5.59619
O10 -20.61010 32.55740 19.62416
O11 -18.44819 31.49910 6.66824
H38 -14.50479 22.18180 9.81221
H39 -14.93910 33.21108 16.51854
O12 -20.83701 32.77413 10.74206
O13 -16.50631 43.07198 9.98121
H40 -20.63373 30.88933 13.55527
N6 -28.60924 30.01559 6.41754
H41 -27.60966 15.26649 6.84614
N7 -28.71429 30.21848 8.60871
H42 -18.93950 31.97275 7.33943
H43 -18.39044 20.88299 12.12513
N8 -18.67171 42.59204 10.08547
H44 -24.02829 34.23288 9.15254
O14 -16.50316 31.81737 17.06763
H45 -22.57005 33.04214 19.77830
H46 -20.23532 30.44378 11.86269
H47 -19.96646 32.71009 12.61535
H48 -18.27202 22.89999 13.47707
H49 -11.92150 37.47579 6.29614
H50 -34.16034 24.77663 18.24142
H51 -21.77804 32.92521 12.56841
H52 -14.36720 35.98908 7.72632
H53 -32.98354 25.47607 16.90175
H54 -34.78669 25.65697 19.65458
H55 -23.56846 28.35405 10.96089
C14 -17.71288 22.01692 13.78636
H56 -27.74401 30.53522 6.45575
C15 -19.09565 30.61161 20.24720
H57 -16.98401 29.90134 16.64727
H58 -16.32450 19.77494 10.55591
H59 -15.74291 22.77252 16.20593
H60 -19.62195 36.28424 18.70046
C16 -21.80204 32.88245 19.02149
H61 -21.06932 30.52880 19.54440
H62 -19.07649 29.60677 20.66912
N9 -18.57032 30.49876 18.86422
H63 -28.25121 20.59686 7.09249
C17 -25.71375 27.72764 12.29296
H64 -19.60461 42.97335 10.01905
H65 -17.34233 23.61008 15.84596
H66 -31.92343 33.03206 16.39984
N10 -34.16583 25.57318 18.86236
H67 -18.49134 31.31274 20.82283
N11 -17.92353 44.64104 10.67875
C18 -20.96024 30.92922 12.51609
H68 -25.55528 12.37617 2.73845
C19 -24.85920 38.50618 12.47551
C20 -20.90814 32.41899 12.14995
H69 -21.77949 33.84256 18.50594
H70 -15.05349 20.22750 11.58306
C21 -19.24790 37.41303 17.27664
H71 -15.55140 29.94228 17.44732
C22 -17.58777 43.45464 10.26453
C23 -20.42003 34.15245 10.64566
H72 -30.69426 33.10475 17.74085
H73 -17.00519 20.18439 13.05169
C24 -24.62667 12.94684 2.74953
H74 -18.83482 45.02477 10.88468
C25 -15.24938 32.17916 16.35430
N12 -13.59064 36.44849 7.27246
O15 -33.89043 27.82179 18.75461
H75 -25.30995 15.47944 2.90545
H76 -24.91263 15.69159 4.64334
H77 -18.44088 38.70161 16.01479
N13 -16.48384 21.70670 11.63807
H78 -23.75441 12.29489 2.79673
H79 -19.64474 28.51399 7.85117
H80 -26.24530 16.35596 6.52181
H81 -26.16743 37.14918 13.18814
H82 -18.52600 41.59432 10.02678
C26 -25.26503 14.99627 3.88148
H83 -24.78393 35.49641 8.79983
H84 -22.02070 32.18740 18.21081
H85 -24.56764 13.45090 1.78489
H86 -20.82321 34.47449 9.68554
H87 -24.87439 37.50646 14.22646
O16 -24.37663 13.81938 3.78038
H88 -22.30126 28.88411 13.76834
H89 -20.93904 31.22323 21.16254
C27 -17.12175 30.27740 18.82620
H90 -32.55596 27.09686 16.69926
C28 -16.70859 22.73504 15.70180
N14 -23.72003 38.98831 12.75063
H91 -28.31334 19.63771 8.49603
O17 -27.58668 18.60771 6.76466
H92 -17.42913 38.39816 17.42343
C29 -20.51481 31.23828 20.15860
O18 -13.93141 20.18426 9.42385
N15 -18.88619 36.89690 18.37890
N16 -29.26029 31.67388 17.00265
H93 -18.33704 21.47919 14.50006
N17 -18.20613 38.15014 16.82773
H94 -12.21105 19.72560 8.47581
C30 -30.41469 31.79329 16.35400
N18 -27.47852 15.92438 4.87309
C31 -26.75707 14.78199 4.33401


Which of these has the lowest charge?
C21H17BF2N3O4Rb


Which value of charge does entry 1 give?
+1


Look up the lowest unoccupied orbital energy of the first one.
-2.90 eV


What is the HOMO level in the third record?
-8.59 eV